DFT (ωB97M-V/def2-TZVPD) results for C4H5NO as an isolated structure.

Each line ends with the Mulliken charge.
Atoms and positions in Å:
O -0.45682 0.69848 -0.94730  -0.296
N 1.75950 0.13783 -1.75254  -0.632
C -0.73846 1.00962 0.44140  -0.271
C 0.61911 -0.95753 0.34645  -0.378
C 0.89602 -0.02290 -0.95151  0.310
C -0.71666 -0.44561 0.55012  -0.034
H 0.69990 -2.01628 0.10497  0.280
H 0.07328 1.56127 0.92260  0.246
H 1.34521 -0.66014 1.10772  0.217
H -1.62854 -1.01330 0.39496  0.304
H -1.70096 1.51218 0.51282  0.254

Its gap between HOMO and LUMO (alpha / beta) is 7.61 / 6.96 eV. As for the HOMO energy (alpha / beta): -8.446 / -8.057 eV. For the molar mass, the calculation gives 83.1 g mol⁻¹. For the LUMO energy (alpha / beta), the calculation gives -0.0306 / -0.0402 Eh. Its total energy is -7761.583 eV.